Record 1
{
  "formula": "C3H5Br",
  "method": "wB97M-V/def2-TZVPD",
  "symbols": ["Br", "C", "C", "C", "H", "H", "H", "H", "H"],
  "xyz": [[2.118, -0.839, -0.532], [0.725, -1.924, -0.080], [-0.544, 1.262, 0.312], [-1.232, 0.017, 0.072], [0.379, 0.796, -0.028], [-0.902, 2.178, -0.373], [-1.396, -0.163, -0.925], [-0.399, 1.584, 1.239], [1.251, -2.911, 0.315]],
  "atomic_forces_ev_per_a": [[0.9, 0.9, -0.4], [-0.4, -1.3, 0.6], [-1.9, 0.2, -4.2], [1.4, -0.2, 1.8], [1.3, 0.6, -0.6], [0.9, -2.2, 1.2], [-1.0, -1.1, -2.2], [0.4, 1.2, 4.1], [-1.7, 1.9, -0.3]],
  "multiplicity": 3,
  "s_squared": 2.02,
  "largest_force_ev_per_a": 4.62,
  "de_lowest_kj_mol": 494.40,
  "orbital_gap_ev": [6.0, 6.7],
  "total_charge": 0
}

---

Record 2
{
  "formula": "C3H5Br3O",
  "method": "wB97M-V/def2-TZVPD",
  "symbols": ["Br", "Br", "Br", "O", "C", "C", "C", "H", "H", "H", "H", "H"],
  "xyz": [[-2.585, 0.810, -0.883], [-0.295, 2.329, 0.832], [-2.256, -1.866, 0.977], [-0.942, -1.424, -1.431], [1.614, 0.353, 0.118], [-1.448, -0.722, -0.396], [0.581, 0.663, 1.097], [1.789, -0.680, 0.139], [1.508, 0.685, -0.823], [0.679, 0.431, 2.142], [2.531, 0.601, 0.559], [-1.176, -1.179, -2.330]],
  "atomic_forces_ev_per_a": [[0.1, -1.2, -0.2], [0.6, 0.0, 0.6], [0.5, 0.5, -0.5], [0.2, -0.2, 1.1], [-0.1, -1.3, 3.2], [-1.2, -0.2, -1.1], [-0.6, 1.5, 0.1], [-0.3, -2.1, -0.5], [-0.5, 1.4, -3.2], [0.0, -0.2, 0.1], [1.8, 1.3, 0.3], [-0.4, 0.6, 0.0]],
  "multiplicity": 3,
  "s_squared": 2.01,
  "largest_force_ev_per_a": 3.51,
  "orbital_gap_ev": [7.9, 8.7],
  "total_charge": 0
}

---

Record 3
{
  "formula": "C3H5BrClF",
  "method": "wB97M-V/def2-TZVPD",
  "symbols": ["Br", "Cl", "F", "C", "C", "C", "H", "H", "H", "H", "H"],
  "xyz": [[4.013, 0.282, 0.088], [-2.311, -1.879, -0.022], [-0.361, 1.459, 0.232], [-1.693, -0.406, -0.382], [2.471, -0.439, -0.633], [-1.424, 0.641, 0.770], [2.081, -1.180, -0.016], [-0.919, 0.230, 1.610], [-2.333, 1.293, 0.918], [1.774, 0.105, -1.183], [-1.297, -0.107, -1.381]],
  "atomic_forces_ev_per_a": [[0.0, 0.3, -0.3], [-0.5, -1.3, 0.1], [-1.1, -0.2, 0.3], [1.4, 3.1, 0.7], [1.0, -0.1, 0.5], [0.3, 0.2, -3.4], [-0.5, -1.4, 0.8], [-0.5, -0.6, 1.1], [1.1, -0.7, 0.3], [-0.5, 1.3, -1.0], [-0.6, -0.7, 0.9]],
  "largest_force_ev_per_a": 3.48,
  "de_lowest_kj_mol": 402.36,
  "orbital_gap_ev": [8.2, 8.4],
  "total_charge": 0
}

---

Record 4
{
  "formula": "C3H5BrF2",
  "method": "wB97M-V/def2-TZVPD",
  "symbols": ["Br", "F", "F", "C", "C", "C", "H", "H", "H", "H", "H"],
  "xyz": [[-2.246, -0.381, -1.136], [1.990, 1.210, -0.474], [1.070, -1.566, -0.213], [0.391, -0.448, 0.053], [-0.348, 0.139, -1.137], [-0.065, -0.129, 1.367], [-0.580, 0.877, 1.095], [0.624, 0.006, 2.136], [0.336, -0.099, -2.010], [-0.925, -0.828, 1.536], [-0.245, 1.220, -1.218]],
  "atomic_forces_ev_per_a": [[0.9, 0.0, -0.2], [-1.8, -1.9, 0.7], [-0.9, 1.8, 0.7], [1.6, 0.4, -2.9], [2.3, -0.3, -1.2], [-2.9, 2.0, -1.4], [0.8, -1.4, 1.2], [1.2, -0.3, 1.2], [-1.6, -0.6, 0.5], [0.8, 0.3, 0.3], [-0.4, 0.0, 1.0]],
  "largest_force_ev_per_a": 3.78,
  "de_lowest_kj_mol": 304.84,
  "orbital_gap_ev": [8.7, 8.7],
  "total_charge": 0
}

---

Record 5
{
  "formula": "C3H5BrO",
  "method": "wB97M-V/def2-TZVPD",
  "symbols": ["Br", "O", "C", "C", "C", "H", "H", "H", "H", "H"],
  "xyz": [[-0.292, 1.163, -2.370], [-1.822, 0.992, 1.508], [-2.227, 0.652, 0.442], [0.794, 0.298, 0.206], [0.087, -0.061, -1.010], [1.193, 1.219, 0.150], [-0.309, -0.969, -1.142], [-3.200, 0.860, -0.050], [1.662, -0.384, 0.484], [-0.087, 0.422, 1.092]],
  "atomic_forces_ev_per_a": [[0.2, 0.1, -0.1], [-1.1, -0.2, -1.3], [1.0, -0.1, 0.7], [-2.0, -2.6, 2.6], [0.4, 2.8, 0.7], [1.4, 3.4, -0.3], [-1.3, -3.3, -0.8], [-0.1, 0.2, 0.3], [-1.4, 0.4, -0.1], [2.9, -0.7, -1.7]],
  "largest_force_ev_per_a": 4.18,
  "de_lowest_kj_mol": 376.24,
  "orbital_gap_ev": [8.8, 7.7],
  "total_charge": 0
}

---

Record 6
{
  "formula": "C3H5BrO",
  "method": "wB97M-V/def2-TZVPD",
  "symbols": ["Br", "O", "C", "C", "C", "H", "H", "H", "H", "H"],
  "xyz": [[-1.375, 1.983, 0.244], [0.307, -0.352, 2.367], [-0.374, 0.541, -0.047], [-0.429, -0.521, -0.940], [0.892, 0.218, -0.744], [1.677, -0.453, -0.082], [-1.140, -0.282, -1.778], [-0.328, -0.403, 3.152], [1.337, 0.717, -1.618], [-0.565, -1.448, -0.553]],
  "atomic_forces_ev_per_a": [[-0.5, 0.8, 0.3], [-1.2, 0.3, -0.4], [2.3, 0.8, 2.2], [-1.6, 1.0, -2.4], [1.7, -2.1, 1.5], [-2.2, 2.0, -1.6], [1.0, -0.4, 0.5], [0.9, 0.3, -1.9], [-0.4, 0.3, 0.9], [-0.1, -2.9, 1.0]],
  "largest_force_ev_per_a": 3.33,
  "de_lowest_kj_mol": 547.38,
  "orbital_gap_ev": 6.6,
  "total_charge": 0
}

---

Record 7
{
  "formula": "C3H5BrO",
  "method": "wB97M-V/def2-TZVPD",
  "symbols": ["Br", "O", "C", "C", "C", "H", "H", "H", "H", "H"],
  "xyz": [[-2.201, -0.430, -1.123], [-0.719, 0.697, 1.083], [0.662, -1.189, 0.005], [-0.137, 1.414, 0.000], [-0.613, 0.014, -0.059], [1.541, -0.701, 0.458], [1.004, 1.440, 0.138], [0.767, -1.797, -0.903], [-0.585, 2.365, -0.362], [0.281, -1.813, 0.762]],
  "atomic_forces_ev_per_a": [[0.6, 0.0, 0.6], [-1.1, 0.5, 1.7], [-2.7, 2.4, -0.2], [2.4, 0.1, -0.1], [3.2, -1.8, -2.1], [-0.3, -0.1, -0.8], [-1.7, 0.4, -0.4], [0.2, 0.7, 0.2], [-0.2, -1.2, 0.3], [-0.5, -1.1, 1.0]],
  "smiles": "C[C@]1(Br)CO1",
  "largest_force_ev_per_a": 4.21,
  "de_lowest_kj_mol": 142.94,
  "orbital_gap_ev": 10.8,
  "total_charge": 0
}

---

Record 8
{
  "formula": "C3H5BrO",
  "method": "wB97M-V/def2-TZVPD",
  "symbols": ["Br", "O", "C", "C", "C", "H", "H", "H", "H", "H"],
  "xyz": [[1.413, 1.464, 1.358], [0.287, -1.255, 1.203], [-0.884, 0.277, -0.319], [0.410, 0.027, -1.049], [0.323, -0.071, 0.493], [0.970, 0.801, -1.352], [0.684, -0.856, -1.574], [-1.539, -0.564, -0.241], [-1.235, 1.187, -0.382], [-0.428, -1.010, 1.862]],
  "atomic_forces_ev_per_a": [[-1.0, -1.2, -0.3], [-1.1, 1.6, 0.8], [2.4, -4.0, 0.5], [-0.8, -3.1, 2.9], [0.9, 1.3, -1.3], [1.5, 3.0, -1.0], [-0.5, -0.9, -0.3], [-0.7, -0.1, -0.4], [-2.0, 4.5, 0.0], [1.2, -1.1, -0.6]],
  "smiles": "OC1(Br)CC1",
  "largest_force_ev_per_a": 4.93,
  "de_lowest_kj_mol": 113.38,
  "orbital_gap_ev": 10.4,
  "total_charge": 0
}

---

Record 9
{
  "formula": "C3H5BrO",
  "method": "wB97M-V/def2-TZVPD",
  "symbols": ["Br", "O", "C", "C", "C", "H", "H", "H", "H", "H"],
  "xyz": [[2.295, 0.132, 0.228], [-1.381, 1.367, -0.786], [0.457, -0.103, -0.258], [-0.238, 1.045, -0.930], [-0.323, -0.722, 0.905], [0.391, 1.589, -1.505], [-0.889, 0.108, 1.272], [0.396, -0.788, -1.119], [-1.050, -1.475, 0.515], [0.342, -1.152, 1.680]],
  "atomic_forces_ev_per_a": [[0.2, 0.5, -0.4], [-0.6, -0.4, 0.2], [-1.2, -1.7, -0.3], [-0.8, -0.5, 2.6], [-0.1, -0.5, -0.5], [2.2, 2.0, -2.5], [-0.5, 0.2, 0.9], [0.7, -0.3, 0.2], [0.6, 0.5, 0.5], [-0.6, 0.2, -0.6]],
  "smiles": "C[C@H](Br)C=O",
  "largest_force_ev_per_a": 3.92,
  "de_lowest_kj_mol": 11.43,
  "orbital_gap_ev": 10.7,
  "total_charge": 0
}

---

Record 10
{
  "formula": "C3H5BrO2S",
  "method": "wB97M-V/def2-TZVPD",
  "symbols": ["Br", "S", "O", "O", "C", "C", "C", "H", "H", "H", "H", "H"],
  "xyz": [[-2.025, -0.252, 0.479], [0.232, -1.748, -0.058], [0.230, -2.842, 0.856], [-0.139, -1.970, -1.404], [1.335, -0.517, 0.150], [-0.742, 1.253, 0.333], [0.355, 0.908, -0.614], [1.489, -0.359, 1.142], [0.956, 1.850, -0.848], [-0.065, 0.273, -1.393], [-0.417, 1.329, 1.330], [-1.210, 2.074, 0.027]],
  "atomic_forces_ev_per_a": [[-0.4, 0.7, 0.0], [2.9, 0.0, 0.3], [-0.3, 0.0, 0.4], [-0.9, -0.1, -1.1], [-3.6, 2.0, -3.8], [1.4, -3.7, 0.8], [2.3, -2.6, 1.2], [0.7, 0.5, 2.9], [-0.5, -1.8, 0.0], [0.4, 1.1, -0.9], [0.4, 0.4, 1.2], [-2.4, 3.3, -1.1]],
  "largest_force_ev_per_a": 5.57,
  "de_lowest_kj_mol": 265.07,
  "orbital_gap_ev": 9.1,
  "total_charge": 0
}